{
  "formula": "C34H24GeN2O6RhS",
  "method": "ωB97M-V with the def2-TZVPD basis set",
  "total_charge": 1,
  "lumo_ev": [-2.897, -6.031],
  "gap_ev": [7.4802, 5.1797],
  "multiplicity": 5,
  "symbols": ["Rh", "O", "C", "C", "O", "C", "C", "O", "C", "O", "O", "N", "C", "N", "C", "C", "C", "C", "C", "C", "H", "H", "H", "H", "H", "H", "Ge", "C", "C", "C", "C", "C", "C", "C", "C", "C", "C", "C", "C", "H", "H", "H", "H", "H", "H", "H", "H", "H", "H", "H", "C", "C", "O", "S", "C", "C", "C", "C", "C", "C", "C", "C", "H", "H", "H", "H", "H", "H", "H"],
  "coordinates": [[-0.032, -0.555, 0.790], [3.375, -3.026, -3.892], [2.714, -2.524, -3.034], [2.300, -3.171, -1.704], [2.584, -4.275, -1.326], [1.488, -2.150, -0.990], [1.401, -0.936, -1.762], [0.829, 0.091, -1.344], [2.118, -1.109, -3.060], [2.221, -0.306, -3.946], [0.968, -2.272, 0.145], [-1.785, 2.370, 3.202], [-1.511, 1.118, 2.796], [-0.927, 1.099, 1.621], [-0.814, 2.426, 1.216], [-0.296, 2.974, 0.044], [-0.309, 4.349, -0.059], [-0.828, 5.161, 0.963], [-1.363, 4.626, 2.116], [-1.348, 3.240, 2.219], [-2.222, 2.615, 4.074], [-1.738, 0.247, 3.390], [0.088, 2.341, -0.745], [0.084, 4.819, -0.950], [-0.816, 6.235, 0.836], [-1.772, 5.254, 2.896], [2.214, 0.639, 1.165], [1.961, 1.160, 3.024], [1.797, 0.219, 4.042], [1.621, 0.628, 5.354], [1.595, 1.983, 5.660], [1.744, 2.926, 4.653], [1.918, 2.517, 3.338], [3.606, -0.620, 0.691], [3.772, -1.851, 1.326], [4.744, -2.737, 0.893], [5.554, -2.407, -0.186], [5.398, -1.186, -0.828], [4.425, -0.296, -0.392], [2.334, 1.873, 0.274], [1.820, -0.842, 3.816], [1.513, -0.109, 6.140], [1.467, 2.302, 6.686], [1.730, 3.982, 4.891], [2.022, 3.262, 2.556], [3.125, -2.137, 2.147], [4.859, -3.695, 1.382], [6.303, -3.107, -0.532], [6.027, -0.928, -1.669], [4.299, 0.649, -0.908], [-7.413, -5.650, -5.530], [-7.382, -4.628, -4.444], [-7.833, -4.723, -3.350], [-6.550, -3.066, -5.030], [-5.436, -2.652, -3.766], [-4.348, -1.850, -4.182], [-3.402, -1.452, -3.285], [-3.503, -1.837, -1.921], [-4.611, -2.620, -1.512], [-5.563, -3.015, -2.409], [-2.522, -1.457, -1.021], [-1.623, -1.109, -0.248], [-8.070, -6.466, -5.239], [-6.399, -6.018, -5.693], [-7.747, -5.198, -6.465], [-4.266, -1.570, -5.224], [-2.559, -0.850, -3.595], [-4.696, -2.891, -0.469], [-6.416, -3.587, -2.080]]
}

=====

{
  "formula": "C34H24IrN8O5S",
  "method": "ωB97M-V with the def2-TZVPD basis set",
  "total_charge": 2,
  "lumo_ev": [-7.027, -8.739],
  "gap_ev": [7.2043, 5.4929],
  "e_above_lowest_ev": 0.342,
  "multiplicity": 2,
  "symbols": ["Ir", "C", "C", "N", "C", "C", "N", "C", "C", "C", "C", "C", "N", "C", "C", "N", "C", "C", "N", "C", "C", "C", "N", "C", "C", "H", "H", "H", "H", "H", "H", "H", "H", "H", "H", "H", "H", "O", "C", "O", "C", "C", "C", "C", "C", "C", "N", "O", "O", "H", "H", "H", "H", "C", "C", "O", "H", "H", "H", "S", "C", "N", "C", "C", "C", "C", "C", "C", "H", "H", "H", "H", "H"],
  "coordinates": [[-0.309, -0.972, -0.088], [-1.625, 3.162, 2.267], [-1.673, 1.790, 2.046], [-0.583, 1.120, 1.703], [0.551, 1.798, 1.574], [0.577, 3.183, 1.735], [-0.508, 3.855, 2.083], [1.734, 0.974, 1.272], [3.002, 1.410, 1.612], [4.119, 0.612, 1.392], [3.875, -0.645, 0.837], [2.592, -1.035, 0.526], [1.517, -0.239, 0.722], [2.290, -2.348, -0.055], [3.207, -3.388, -0.170], [2.890, -4.560, -0.691], [1.638, -4.720, -1.098], [0.694, -3.712, -0.985], [1.025, -2.524, -0.472], [5.477, 1.057, 1.736], [6.566, 0.699, 0.949], [7.827, 1.151, 1.311], [8.050, 1.899, 2.386], [7.009, 2.234, 3.142], [5.708, 1.846, 2.857], [-2.507, 3.704, 2.583], [-2.599, 1.236, 2.135], [1.476, 3.759, 1.554], [3.109, 2.388, 2.059], [4.697, -1.324, 0.666], [4.224, -3.275, 0.182], [1.358, -5.676, -1.520], [-0.325, -3.882, -1.284], [6.454, 0.116, 0.044], [8.691, 0.899, 0.709], [7.220, 2.838, 4.016], [4.911, 2.133, 3.532], [-1.915, 0.275, -0.268], [-1.442, 1.081, -1.180], [-0.294, 0.836, -1.608], [-2.266, 2.212, -1.622], [-1.704, 3.156, -2.481], [-2.456, 4.241, -2.893], [-3.756, 4.346, -2.434], [-4.340, 3.422, -1.587], [-3.581, 2.342, -1.174], [-4.568, 5.512, -2.872], [-5.696, 5.586, -2.439], [-4.040, 6.293, -3.630], [-0.682, 3.036, -2.814], [-2.061, 4.997, -3.555], [-5.363, 3.563, -1.270], [-4.006, 1.597, -0.516], [-1.883, -1.567, 2.401], [-0.721, -2.083, 1.581], [-0.038, -3.000, 1.906], [-2.281, -2.393, 2.989], [-2.657, -1.116, 1.782], [-1.494, -0.812, 3.083], [-2.435, -2.312, -3.809], [-1.366, -1.611, -2.712], [-1.533, -1.941, -1.448], [-2.590, -2.856, -1.292], [-3.027, -3.485, -0.126], [-4.084, -4.365, -0.212], [-4.715, -4.637, -1.433], [-4.281, -4.042, -2.596], [-3.208, -3.157, -2.510], [-0.601, -0.918, -3.031], [-2.551, -3.318, 0.825], [-4.431, -4.861, 0.684], [-5.545, -5.329, -1.462], [-4.751, -4.256, -3.546]]
}

=====

{
  "formula": "C34H25MnN3OS2Te",
  "method": "ωB97M-V with the def2-TZVPD basis set",
  "total_charge": 2,
  "lumo_ev": [-6.652, -7.691],
  "gap_ev": [6.1905, 5.4086],
  "multiplicity": 4,
  "symbols": ["Mn", "C", "C", "N", "C", "C", "C", "C", "C", "C", "C", "N", "C", "C", "C", "C", "C", "C", "C", "C", "N", "C", "H", "H", "H", "H", "H", "H", "H", "H", "H", "H", "H", "H", "Te", "C", "C", "C", "C", "S", "H", "H", "H", "O", "S", "C", "C", "C", "C", "C", "C", "C", "C", "C", "C", "C", "C", "H", "H", "H", "H", "H", "H", "H", "H", "H", "H"],
  "coordinates": [[-0.003, -0.327, -0.984], [1.724, -4.235, -1.112], [1.303, -2.972, -1.534], [0.420, -2.254, -0.858], [-0.134, -2.790, 0.275], [0.223, -4.060, 0.760], [1.210, -4.770, 0.043], [-0.466, -4.563, 1.887], [-1.480, -3.832, 2.442], [-1.840, -2.560, 1.954], [-1.152, -2.014, 0.894], [-1.317, -0.805, 0.248], [-2.459, -0.025, 0.136], [-3.395, 0.320, 1.080], [-4.505, 1.109, 0.715], [-4.700, 1.522, -0.574], [-3.761, 1.176, -1.574], [-3.902, 1.484, -2.943], [-2.959, 1.043, -3.837], [-1.840, 0.350, -3.371], [-1.641, 0.079, -2.091], [-2.621, 0.445, -1.197], [2.449, -4.776, -1.701], [1.695, -2.536, -2.445], [1.540, -5.736, 0.402], [-0.203, -5.537, 2.278], [-2.035, -4.238, 3.278], [-2.657, -2.031, 2.422], [-3.280, 0.002, 2.107], [-5.225, 1.379, 1.475], [-5.572, 2.102, -0.845], [-4.765, 2.045, -3.280], [-3.057, 1.236, -4.896], [-1.085, 0.006, -4.061], [2.089, 0.668, -2.204], [2.478, 0.388, -4.201], [1.690, -0.133, -5.213], [2.320, -0.106, -6.463], [3.584, 0.426, -6.395], [4.010, 0.900, -4.825], [0.696, -0.516, -5.048], [1.866, -0.459, -7.378], [4.282, 0.548, -7.209], [1.226, 0.129, 0.457], [0.922, 0.202, 1.973], [2.471, 0.730, 2.662], [3.317, 1.587, 1.975], [4.541, 1.895, 2.542], [4.901, 1.347, 3.768], [4.040, 0.495, 4.445], [2.812, 0.173, 3.887], [-0.122, 1.653, 2.128], [-0.382, 2.457, 1.031], [-1.248, 3.531, 1.166], [-1.844, 3.788, 2.394], [-1.579, 2.970, 3.484], [-0.719, 1.890, 3.357], [3.027, 2.002, 1.018], [5.216, 2.566, 2.027], [5.866, 1.582, 4.197], [4.326, 0.072, 5.397], [2.134, -0.503, 4.393], [0.101, 2.267, 0.078], [-1.448, 4.170, 0.317], [-2.516, 4.628, 2.504], [-2.041, 3.172, 4.441], [-0.524, 1.243, 4.204]]
}